1.
ORCA calculation (ωB97M-V/def2-TZVPD) on a molecular structure, C31H25AuN4O2.

Output
Multiplicity: 1
E_tot in eV: -46282.8667
Orbital gap (spin up / spin down) in eV: 5.32 / 5.31
Net charge: +2

Each line ends with the Mulliken charge.
Cartesian coordinates (Å):
Au  0.758  0.339  0.085  1.2985
C  -3.789  1.253  0.884  -0.6451
O  -3.031  2.485  0.720  -0.4389
C  -1.775  2.126  0.552  0.0477
N  -1.490  0.885  0.671  -0.1881
C  -2.692  0.181  1.089  -1.1096
C  -3.191  -1.320  -1.094  1.9497
C  -2.507  -2.606  -1.626  0.0834
C  -3.132  -3.148  -2.870  -1.2564
C  -4.422  -2.930  -3.134  -0.7708
C  -5.225  -2.072  -2.278  -0.5782
C  -4.673  -1.315  -1.325  -1.2812
C  -0.703  3.116  0.357  0.3772
C  -0.861  4.493  0.421  -0.5973
C  0.284  5.282  0.392  -0.4978
C  1.537  4.684  0.326  -0.3997
C  1.590  3.299  0.255  0.6923
N  0.496  2.556  0.253  -0.2608
C  2.817  2.487  0.260  0.0747
N  2.802  1.218  0.054  -0.3380
C  4.170  0.696  0.171  -0.6605
C  4.944  1.956  0.644  -0.5091
O  3.971  3.040  0.538  -0.4099
C  4.263  -0.494  1.091  0.5086
C  5.133  -1.534  0.779  -0.5863
C  5.233  -2.637  1.613  -0.6544
C  4.467  -2.706  2.769  -0.5141
C  3.605  -1.666  3.091  -0.8257
C  3.503  -0.563  2.256  -0.1972
H  -4.387  1.122  -0.013  0.3638
H  -4.440  1.359  1.746  0.3408
H  -2.578  -0.024  2.159  1.0225
H  -2.564  -3.402  -0.867  0.4661
H  -2.526  -3.791  -3.497  0.4700
H  -4.897  -3.403  -3.983  0.4704
H  -6.294  -2.032  -2.441  0.5048
H  -5.292  -0.658  -0.725  0.3033
H  -1.850  4.923  0.500  0.5554
H  0.201  6.359  0.446  0.4814
H  2.450  5.264  0.332  0.5470
H  4.502  0.394  -0.825  0.7217
H  5.802  2.197  0.023  0.3185
H  5.254  1.891  1.686  0.3892
H  5.737  -1.478  -0.120  0.4220
H  5.906  -3.445  1.359  0.4406
H  4.548  -3.563  3.423  0.4496
H  3.023  -1.710  4.003  0.4411
H  2.840  0.255  2.522  0.5151
C  0.881  -1.809  -0.097  -1.4764
C  -0.508  -1.948  -0.353  -0.2003
C  -1.055  -2.121  -1.764  0.6428
C  -1.256  -0.737  -2.330  -0.7809
C  -2.437  -0.263  -1.940  0.0042
C  -2.800  -1.225  0.414  0.1848
C  -1.425  -1.762  0.658  -0.8875
C  -2.922  1.038  -2.232  -0.1460
N  -3.264  2.118  -2.434  -0.5769
H  1.564  -2.070  -0.901  0.4954
H  1.243  -2.083  0.895  0.6256
H  -0.413  -2.762  -2.365  0.8699
H  -0.509  -0.209  -2.911  0.6035
H  -3.539  -1.782  0.997  0.6152
H  -1.077  -1.751  1.690  0.4906

2.
ORCA calculation (ωB97M-V/def2-TZVPD) on a molecular structure, C31H25BrN7SSr.

Output
Multiplicity: 1
E_tot in eV: -124698.4691
Orbital gap (spin up / spin down) in eV: 3.91 / 4.66
Net charge: -1

Each line ends with the Mulliken charge.
Cartesian coordinates (Å):
Sr  -0.637  -0.404  0.979  1.7832
N  -0.435  -5.159  -0.329  -0.4052
C  -0.685  -3.870  0.021  0.3017
S  -0.451  -3.306  1.646  -0.5922
N  -1.062  -3.216  -1.120  -0.9302
N  -1.325  -1.894  -1.044  0.5315
C  -1.705  -1.378  -2.217  -0.2756
C  -1.959  -2.247  -3.381  0.4438
C  -2.669  -3.476  -3.234  -0.3527
C  -2.838  -4.290  -4.342  -0.6325
C  -2.321  -3.905  -5.591  -0.4533
C  -1.688  -2.678  -5.742  -0.6279
C  -1.465  -1.853  -4.625  -0.4693
C  -1.938  0.040  -2.253  0.1987
C  -2.597  0.620  -3.385  -0.9844
C  -2.764  1.979  -3.445  -0.5587
C  -2.214  2.766  -2.422  -0.8723
C  -1.639  2.138  -1.341  -0.1548
N  -1.584  0.800  -1.173  -0.0303
H  -0.147  -5.826  0.364  0.1839
H  -0.779  -5.530  -1.247  0.2249
H  -3.105  -3.713  -2.258  0.4177
H  -3.324  -5.243  -4.237  0.3854
H  -2.461  -4.531  -6.473  0.3404
H  -1.407  -2.335  -6.733  0.3590
H  -0.984  -0.892  -4.737  0.5783
H  -3.019  -0.092  -4.109  0.4464
H  -3.313  2.432  -4.244  0.4372
H  -2.168  3.848  -2.484  0.3886
H  -1.226  2.727  -0.510  0.3893
Br  6.688  -2.195  -1.867  -0.2662
C  5.191  -1.500  -0.858  -0.0411
C  5.393  -0.655  0.273  -0.4644
C  4.332  -0.149  0.974  -0.4479
C  3.001  -0.424  0.584  0.0457
C  2.809  -1.242  -0.562  -0.2251
C  3.875  -1.756  -1.301  -0.6199
N  1.856  0.076  1.257  0.0401
C  1.854  0.860  2.292  -1.1063
C  -0.032  1.133  3.755  -0.0280
C  0.131  1.636  5.058  -0.3976
C  -0.658  1.077  6.060  -0.4549
C  -1.516  -0.007  5.729  -0.7085
C  -1.530  -0.496  4.448  -0.5236
N  -0.861  0.116  3.432  -0.2126
H  6.390  -0.400  0.628  0.3701
H  4.505  0.499  1.854  0.1916
H  1.795  -1.508  -0.882  0.3310
H  3.686  -2.394  -2.149  0.4539
H  2.717  0.982  2.925  0.5887
H  0.902  2.356  5.224  0.4827
H  -0.644  1.506  7.039  0.4349
H  -2.128  -0.460  6.515  0.3534
H  -2.153  -1.352  4.183  0.4059
N  0.707  1.644  2.639  0.9934
C  0.746  3.086  2.505  0.2357
C  1.892  3.677  1.943  -0.5845
C  1.793  4.991  1.454  -0.5079
C  0.607  5.728  1.601  -0.5005
C  -0.470  5.202  2.331  -0.6761
C  -0.412  3.855  2.769  -0.1351
H  2.838  3.146  1.867  0.4711
H  2.632  5.471  0.943  0.3694
H  0.584  6.739  1.154  0.3389
H  -1.334  5.827  2.582  0.3350
H  -1.280  3.419  3.269  0.3881

3.
ORCA calculation (ωB97M-V/def2-TZVPD) on a molecular structure, C31H25IrN7Se.

Output
Multiplicity: 1
E_tot in eV: -111172.3930
Orbital gap in eV: 5.71
Net charge: -1

Each line ends with the Mulliken charge.
Cartesian coordinates (Å):
Ir  -0.318  -0.045  0.361  0.2258
C  0.436  -0.468  -3.786  -0.1945
C  -0.361  -1.529  -4.224  -0.8232
C  -1.200  -2.128  -3.325  -0.1695
C  -1.242  -1.698  -1.983  0.2039
N  -0.462  -0.668  -1.563  -0.1716
C  0.349  -0.074  -2.479  -0.2337
N  -2.117  -2.402  -1.185  -0.5219
C  -2.192  -2.287  0.096  0.0524
N  -1.459  -1.489  0.928  -0.1172
C  -1.829  -1.667  2.228  -0.1430
N  -1.407  -1.075  3.311  -0.5797
C  -0.551  -0.010  3.320  0.3072
C  -0.191  0.541  4.570  -0.3491
C  0.575  1.674  4.634  -0.8926
C  1.010  2.283  3.443  -0.4744
C  0.669  1.691  2.263  0.1030
N  -0.082  0.571  2.195  0.1590
C  -2.872  -2.714  2.255  0.2046
C  -3.579  -3.274  3.301  -0.1801
C  -4.544  -4.225  2.984  -0.5645
C  -4.786  -4.593  1.661  -0.5684
C  -4.069  -4.024  0.613  -0.1824
C  -3.112  -3.083  0.936  0.0655
H  1.125  0.041  -4.444  0.4571
H  -0.313  -1.869  -5.251  0.4017
H  -1.847  -2.950  -3.593  0.4456
H  0.967  0.732  -2.094  0.2042
H  -0.563  0.043  5.455  0.4673
H  0.841  2.101  5.592  0.3779
H  1.584  3.199  3.437  0.4686
H  1.949  1.833  0.663  -0.1331
H  -3.383  -2.974  4.321  0.5218
H  -5.120  -4.688  3.775  0.3793
H  -5.548  -5.333  1.449  0.3802
H  -4.247  -4.298  -0.418  0.5261
Se  3.641  1.373  -1.456  -0.1982
C  3.644  0.946  -3.288  -0.1720
C  3.240  1.867  -4.265  -0.1250
C  3.227  1.507  -5.601  -0.3219
N  3.573  0.302  -6.064  -0.6802
C  3.967  -0.573  -5.135  -0.2633
C  4.025  -0.310  -3.778  -0.2865
H  2.933  2.862  -3.969  0.3405
H  2.908  2.229  -6.348  0.3217
H  4.253  -1.555  -5.502  0.3319
H  4.347  -1.080  -3.089  0.3481
C  -1.620  3.228  0.572  -1.0116
C  -0.399  4.100  0.570  0.8870
C  -0.529  5.473  0.390  -0.8266
C  0.577  6.306  0.406  -0.8083
C  1.832  5.767  0.628  -0.7231
C  2.006  4.399  0.818  0.7678
C  3.379  3.862  1.117  -1.5090
C  0.882  3.569  0.756  -0.1626
N  1.022  2.151  0.946  0.7940
H  -2.488  3.793  0.230  0.4407
H  -1.837  2.848  1.573  0.2407
H  -1.491  2.344  -0.057  0.0253
H  -1.519  5.884  0.231  0.3615
H  0.460  7.372  0.258  0.3777
H  2.701  6.412  0.666  0.3862
H  4.063  4.685  1.322  0.4448
H  3.781  3.299  0.271  0.0873
H  3.379  3.203  1.988  0.2805

4.
ORCA calculation (ωB97M-V/def2-TZVPD) on a molecular structure, C31H26BaClN6O7S2Se2.

Output
Multiplicity: 1
E_tot in eV: -221415.5939
Orbital gap in eV: 6.25
Net charge: -1

Each line ends with the Mulliken charge.
Cartesian coordinates (Å):
Ba  0.744  0.055  -0.301  1.9549
S  -3.313  1.425  -2.994  -0.4145
C  -3.868  0.025  -2.176  -0.1753
C  -2.962  -0.448  -1.276  -0.6329
C  -1.743  0.299  -1.176  -0.9846
C  -1.793  1.356  -2.035  1.7052
C  -0.807  2.392  -2.233  0.2674
C  -0.935  3.368  -3.237  -1.1934
C  0.046  4.323  -3.392  -0.5493
C  1.132  4.312  -2.525  -1.0754
C  1.169  3.334  -1.547  -0.0441
N  0.241  2.402  -1.396  0.2318
H  -4.847  -0.362  -2.418  0.4267
H  -3.165  -1.334  -0.687  0.0233
H  -1.806  3.361  -3.877  0.3852
H  -0.032  5.071  -4.171  0.3883
H  1.923  5.046  -2.596  0.4397
H  1.984  3.313  -0.835  0.2630
O  -2.757  4.905  5.313  -0.5006
C  -3.466  3.899  4.611  -0.5986
C  -2.581  3.228  3.597  0.3783
C  -3.144  2.389  2.643  -1.1122
C  -2.308  1.794  1.712  -0.6410
N  -0.997  1.982  1.694  0.6416
C  -0.446  2.788  2.596  0.5914
C  -1.212  3.432  3.570  -0.6680
C  1.026  2.958  2.507  0.0458
C  1.755  3.701  3.436  -0.5167
C  3.123  3.842  3.272  0.3003
C  3.948  4.661  4.227  -0.5518
O  3.129  5.245  5.222  -0.4970
C  3.731  3.192  2.205  -1.1760
C  2.934  2.436  1.359  -0.5718
N  1.622  2.348  1.489  0.3796
H  -3.359  5.348  5.913  0.2984
H  -4.335  4.327  4.096  0.3129
H  -3.840  3.136  5.308  0.2747
H  -4.215  2.231  2.612  0.4704
H  -2.692  1.155  0.925  0.1608
H  -0.770  4.105  4.288  0.5664
H  1.284  4.165  4.288  0.5603
H  4.480  5.435  3.659  0.3070
H  4.704  4.008  4.684  0.2801
H  3.666  5.811  5.779  0.3007
H  4.798  3.267  2.034  0.4362
H  3.362  1.871  0.538  0.5619
Se  -0.449  -4.791  -0.170  -0.0443
Se  -2.668  -4.302  0.067  -0.0461
C  -2.858  -3.276  1.702  0.1366
C  -3.824  -3.707  2.611  -0.6932
C  -3.993  -2.982  3.776  -0.2747
C  -3.203  -1.863  3.990  -0.9037
C  -2.268  -1.521  3.026  -0.3136
N  -2.097  -2.216  1.900  0.2202
C  -0.076  -3.894  -1.828  0.3956
C  0.917  -4.381  -2.666  -0.6579
C  1.113  -3.716  -3.866  -0.4019
C  0.306  -2.630  -4.184  -0.7311
C  -0.669  -2.245  -3.279  -0.0087
N  -0.854  -2.883  -2.128  0.0674
H  -4.403  -4.594  2.391  0.3768
H  -4.714  -3.298  4.520  0.3678
H  -3.301  -1.275  4.892  0.4322
H  -1.617  -0.664  3.145  0.5867
H  1.519  -5.235  -2.386  0.3556
H  1.882  -4.052  -4.550  0.3563
H  0.445  -2.086  -5.107  0.4080
H  -1.327  -1.404  -3.469  0.2566
O  1.406  -0.448  2.040  -0.6095
S  1.640  -1.909  1.763  0.1109
N  1.383  -2.365  0.401  -0.3672
O  1.264  0.259  -2.934  -0.5782
Cl  2.606  -0.089  -2.577  1.7145
O  3.516  0.440  -3.544  -0.8147
O  2.735  -1.504  -2.497  -0.5321
O  2.908  0.495  -1.293  -0.8573

5.
ORCA calculation (ωB97M-V/def2-TZVPD) on a molecular structure, C31H26BaClN6O7S2Se2.

Output
Multiplicity: 1
E_tot in eV: -221414.4705
Orbital gap in eV: 5.46
Net charge: -1

Each line ends with the Mulliken charge.
Cartesian coordinates (Å):
Ba  -0.386  0.015  0.130  1.5605
S  1.321  -0.374  5.124  -0.4006
C  2.704  -0.401  4.117  -0.6572
C  2.391  -0.234  2.803  -0.5161
C  1.009  -0.049  2.521  -0.5586
C  0.298  -0.108  3.683  0.5974
C  -1.125  -0.040  3.871  0.2065
C  -1.712  -0.307  5.119  -0.9870
C  -3.084  -0.280  5.244  -0.2996
C  -3.853  0.002  4.122  -0.9976
C  -3.191  0.264  2.931  -0.2462
N  -1.879  0.259  2.806  0.2122
H  3.673  -0.543  4.560  0.4725
H  3.153  -0.250  2.044  0.6092
H  -1.080  -0.543  5.964  0.2950
H  -3.550  -0.488  6.198  0.4062
H  -4.931  0.011  4.169  0.3779
H  -3.746  0.482  2.027  0.5083
O  4.576  -6.718  -0.427  -0.5026
C  4.283  -6.100  0.805  -0.5804
C  3.285  -4.986  0.623  0.4766
C  2.681  -4.397  1.732  -1.4046
C  1.836  -3.317  1.524  -0.3654
N  1.566  -2.821  0.334  0.4028
C  2.077  -3.420  -0.739  0.0014
C  2.956  -4.505  -0.632  -0.6449
C  1.645  -2.909  -2.048  0.7231
C  1.584  -3.760  -3.154  -0.7990
C  1.127  -3.272  -4.366  0.6846
C  1.026  -4.182  -5.565  -0.6934
O  0.644  -5.498  -5.236  -0.5235
C  0.749  -1.936  -4.432  -1.1953
C  0.851  -1.159  -3.287  -0.6047
N  1.284  -1.627  -2.132  0.1154
H  5.228  -7.412  -0.286  0.2950
H  5.200  -5.676  1.247  0.2756
H  3.884  -6.834  1.522  0.3222
H  2.878  -4.764  2.728  0.4268
H  1.351  -2.821  2.352  0.5062
H  3.401  -4.967  -1.497  0.5708
H  1.856  -4.801  -3.072  0.6428
H  2.007  -4.276  -6.044  0.2739
H  0.329  -3.754  -6.299  0.3535
H  -0.148  -5.451  -4.690  0.3292
H  0.374  -1.515  -5.351  0.4442
H  0.561  -0.116  -3.306  0.6445
Se  1.563  3.994  -1.774  -0.0989
Se  1.457  4.205  0.500  -0.0727
C  2.911  3.067  0.992  0.4058
C  3.682  3.380  2.110  -0.7415
C  4.795  2.606  2.363  -0.3713
C  5.083  1.545  1.512  -0.3582
C  4.229  1.305  0.446  -0.5482
N  3.176  2.059  0.184  0.0168
C  -0.277  3.489  -2.173  0.1773
C  -0.845  4.166  -3.227  -0.9383
C  -2.208  3.883  -3.504  -0.2922
C  -2.827  2.896  -2.833  -1.0634
C  -2.044  2.014  -1.903  -0.0487
N  -0.819  2.580  -1.407  0.0813
H  3.397  4.218  2.730  0.3863
H  5.434  2.828  3.206  0.3885
H  5.948  0.919  1.678  0.4006
H  4.391  0.482  -0.239  0.3931
H  -0.303  4.949  -3.737  0.3415
H  -2.746  4.494  -4.221  0.3435
H  -3.869  2.645  -2.969  0.4630
H  -2.668  1.718  -1.049  0.2886
O  -3.981  -0.254  -2.705  -0.5371
S  -2.567  -0.356  -3.027  0.3956
N  -1.688  0.805  -2.633  0.1057
O  -1.799  -2.195  -1.566  -0.5150
Cl  -2.376  -1.890  -0.290  1.5993
O  -3.547  -2.650  -0.106  -0.7899
O  -1.428  -2.193  0.714  -0.5733
O  -2.658  -0.509  -0.230  -0.5959

6.
ORCA calculation (ωB97M-V/def2-TZVPD) on a molecular structure, C31H26BrIN3PPt.

Output
Multiplicity: 3
<S²>: 2.0282
E_tot in eV: -127698.8957
Orbital gap (spin up / spin down) in eV: 6.32 / 6.38
Net charge: +2

Each line ends with the Mulliken charge.
Cartesian coordinates (Å):
Pt  -2.682  -2.658  1.136  0.2913
I  -2.499  -0.150  0.427  0.2925
C  -1.108  0.747  1.689  -0.0050
C  -1.143  0.243  2.947  -0.0260
C  -0.633  0.941  4.066  -1.1653
C  -0.130  2.172  3.879  -0.5525
C  -0.044  2.728  2.608  0.6049
C  0.636  4.054  2.578  -1.0454
C  0.992  4.487  1.314  -1.0527
C  0.638  3.757  0.203  0.3214
C  -0.160  2.625  0.151  0.9539
P  -0.863  2.061  -1.487  -0.4119
C  -0.234  3.340  -2.579  0.4490
C  -0.774  4.600  -2.332  -0.5032
C  -0.373  5.730  -3.090  -0.6310
C  0.476  5.577  -4.171  -0.6260
C  0.925  4.297  -4.482  -0.6670
C  0.631  3.209  -3.665  -0.3183
C  0.171  0.615  -1.765  0.6585
C  2.367  0.879  -0.605  -1.0137
C  3.059  -0.490  -0.577  -0.4249
C  2.056  -1.491  -2.309  -0.3936
C  1.063  -1.057  -3.295  -1.3644
C  0.246  -0.017  -3.019  -0.3925
C  -0.465  2.020  1.436  -0.0130
H  -1.714  -0.681  3.164  0.0031
H  -0.718  0.555  5.063  0.4255
H  0.120  2.836  4.663  0.4255
H  0.861  4.602  3.486  0.4258
H  1.525  5.395  1.175  0.5069
H  0.960  4.204  -0.721  0.3466
H  -1.457  4.641  -1.499  0.5345
H  -0.805  6.673  -2.881  0.4941
H  0.713  6.430  -4.854  0.3613
H  1.566  4.093  -5.351  0.3984
H  1.069  2.276  -3.990  0.4216
H  2.411  1.554  0.255  0.4674
H  3.756  -0.721  0.210  0.5020
H  2.227  -2.562  -2.378  0.6751
H  0.966  -1.513  -4.260  0.5011
H  -0.474  0.288  -3.769  0.5869
C  -1.293  -7.847  2.550  -1.3703
C  -2.232  -6.685  2.651  0.5534
C  -3.303  -6.646  3.556  -0.2336
C  -4.149  -5.560  3.676  -0.6972
C  -3.811  -4.491  2.842  0.5433
Br  -4.615  -2.750  2.944  -0.1743
N  -2.939  -4.518  1.880  -0.2302
C  -2.128  -5.582  1.777  -0.2465
H  -1.805  -8.806  2.604  0.3654
H  -0.560  -7.781  3.433  0.3006
H  -0.598  -7.794  1.720  0.3544
H  -3.504  -7.494  4.161  0.4867
H  -4.892  -5.514  4.441  0.4195
H  -1.348  -5.503  1.015  0.3647
N  2.857  1.481  -1.846  0.2269
C  3.344  0.649  -2.666  -0.5344
C  3.436  -0.666  -2.076  -0.0838
C  1.675  -1.154  -0.874  -0.5971
N  1.075  0.180  -0.792  0.5872
H  2.555  2.444  -2.109  0.3528
H  3.554  1.022  -3.615  0.5533
H  4.289  -1.296  -2.361  0.5618
H  1.234  -1.976  -0.284  0.4565

> Among the records above, which one has the lowest E_tot?

number 4

> Which of these has the lowest E_tot?

number 4

> Which value of E_tot does entry 6 give?

-127698.8957 eV